[1]
Here is a 6-piece molecular cluster, C22H36O11S overall from OMol25. Energies are from wB97M-V/def2-TZVPD.

Geometry (Å):
C 1.59458 -5.41821 1.43375
S 0.26769 -4.24271 2.13536
O 0.69915 -2.77849 1.81124
C -0.75090 -4.74019 0.74807
H 2.28762 -5.03413 0.68524
H 1.23974 -6.37212 1.04355
H 2.14192 -5.84657 2.27342
H -0.29025 -4.67667 -0.23776
H -1.65373 -4.14193 0.62526
H -1.00173 -5.74280 1.09442
O -3.53572 4.66886 -3.83686
C -2.37772 4.60069 -3.45920
O -1.49154 5.66433 -3.61195
C -0.26636 5.46556 -3.02624
C -0.48233 4.22635 -2.13217
C -1.66420 3.44493 -2.76385
H -0.06378 6.39731 -2.49812
H 0.35884 5.12501 -3.85162
H -0.73248 4.50245 -1.10782
H 0.42248 3.61856 -2.12727
H -2.13169 2.97678 -1.89761
H -1.30666 2.61666 -3.37559
O 0.23163 1.33164 5.95568
C -0.17043 0.26244 5.50175
O -0.78951 0.19902 4.33200
C -1.24622 -1.05921 4.11130
C -0.28545 -1.97341 4.88947
C -0.00401 -1.12774 6.10649
H -1.10378 -1.33481 3.06638
H -2.28167 -1.03206 4.45071
H 0.56335 -2.22468 4.25347
H -0.77470 -2.90984 5.15747
H 0.98691 -1.21219 6.55264
H -0.81016 -1.23415 6.83237
O 0.05327 2.02423 -5.54428
C -0.85512 1.14584 -5.58719
O -0.80392 0.09717 -4.73146
C -2.06252 -0.60189 -4.69630
C -3.11983 0.32969 -5.24686
C -2.31279 1.30896 -6.02417
H -2.30152 -0.69938 -3.63730
H -1.92344 -1.57888 -5.15918
H -3.68474 0.79691 -4.44021
H -3.85050 -0.11484 -5.92260
H -2.71727 2.30224 -5.82950
H -2.37220 1.07060 -7.08613
O -2.58652 1.10545 0.23206
C -1.70421 0.35336 -0.13237
O -1.86736 -0.69544 -0.99966
C -0.56629 -1.33108 -1.22678
C 0.46385 -0.30215 -0.64334
C -0.34724 0.33515 0.48725
H -0.44207 -1.49783 -2.29676
H -0.56016 -2.31882 -0.76587
H 0.71566 0.36195 -1.47018
H 1.34220 -0.80257 -0.23567
H -0.05853 1.35167 0.75452
H -0.39502 -0.33984 1.34178
O 4.15534 -0.22569 -0.07535
C 4.16142 0.19631 1.13175
O 4.03614 1.47474 1.32876
C 3.82786 1.73133 2.74536
C 3.49114 0.39263 3.27362
C 4.10593 -0.68548 2.40665
H 3.05795 2.47215 2.96107
H 4.73734 2.06029 3.24810
H 2.41092 0.24745 3.28623
H 3.86848 0.28189 4.29021
H 3.42073 -1.52467 2.28684
H 5.10419 -0.72026 2.84296

Results
Highest occupied orbital energy (alpha / beta), eV: -11.448 / -11.448
E_LUMO (alpha / beta), eV: -4.76 / -9.44
Electronic energy, hartree: -2085.26571
2S+1: 2
Charge: +1

=====

[2]
Here is a 2-piece molecular cluster, C6H14NO2 overall from OMol25. Energies are from wB97M-V/def2-TZVPD.

Geometry (Å):
C 0.74050 2.08639 -0.59719
C -0.66790 -0.18805 -0.89995
C -1.72334 -1.26116 0.88994
C -0.55625 -2.49940 -0.90022
C 1.23275 1.14303 1.96436
C 1.19147 0.83502 -0.39257
N -1.02036 -1.25674 -0.36061
O 0.84016 2.84027 -1.72055
O 1.23396 0.23185 0.86905
H 0.34571 2.71609 0.11004
H -1.15308 0.74652 -0.70473
H 1.52773 2.59254 -2.33542
H -0.35787 -0.33253 -1.96319
H -2.51004 -2.05162 0.93539
H -1.03842 -1.34037 1.69404
H -2.12594 -0.26694 1.02100
H -1.11165 -3.33825 -0.59788
H -0.53018 -2.55917 -2.05467
H 0.49020 -2.54489 -0.56953
H 1.74756 2.09421 1.65489
H 1.45928 0.60179 2.84121
H 0.23266 1.49727 2.22690
H 1.75304 0.25415 -1.11030

Results
Highest occupied orbital energy, eV: -12.673
E_LUMO, eV: -4.26
Electronic energy, hartree: -441.87528
Energy relative to the best compared isomer or geometry (same formula, charge and spin), eV: 3.010
Charge: +1

=====

[3]
Here is a 2-piece molecular cluster, C5H13NO overall from OMol25. Energies are from wB97M-V/def2-TZVPD.

Geometry (Å):
C -1.94044 -1.09062 -0.77677
C -0.59750 -0.82671 -1.42630
C 0.49378 -0.38439 -0.46416
C 0.66347 -0.97467 0.73312
N 1.38051 -0.29460 1.75005
C 1.37789 0.66071 -1.06216
H -1.81435 -1.81027 0.03382
H -2.27059 -0.13957 -0.34621
H -2.77280 -1.45687 -1.37245
H -0.18622 -1.66323 -2.01925
H -0.62938 -0.11867 -2.26885
H 0.40246 -1.99837 0.98158
H 1.76798 -0.93094 2.43025
H 1.01339 0.61053 1.96266
H 1.80058 0.29570 -2.00849
H 2.24733 1.01436 -0.50921
H 0.75639 1.50512 -1.38214
H -0.70427 1.82509 2.15084
H -0.12491 2.99549 1.49683
O -0.86332 2.78193 2.09683

Results
Highest occupied orbital energy, eV: -7.846
E_LUMO, eV: 0.73
Electronic energy, hartree: -328.25127
Energy relative to the best compared isomer or geometry (same formula, charge and spin), eV: 1.839
Structure (SMILES): CC/C(C)=C/N.O

=====

[4]
Here is a 4-piece molecular cluster, CH12NO3 overall from OMol25. Energies are from wB97M-V/def2-TZVPD.

Geometry (Å):
C 1.80694 0.61963 0.52269
N 0.47665 0.39668 -0.04470
H 1.73457 0.80638 1.61222
H 2.33923 1.39006 0.05570
H 2.40958 -0.28488 0.41465
H -0.02257 -0.31141 0.54152
H -0.20781 1.21419 -0.04968
H 0.47457 -0.13527 -0.96559
H -1.91019 -1.56282 -1.76194
H -0.67424 -2.32299 -1.50208
O -0.96117 -1.34809 -1.56749
H -1.07050 3.43265 -0.80660
H -1.07195 3.37264 0.69811
O -0.86038 2.83141 -0.11697
H -0.33672 -2.16592 2.07500
H -0.35792 -3.30960 1.05994
O -0.11399 -2.31051 1.16015

Results
Highest occupied orbital energy (alpha / beta), eV: -19.154 / -19.153
E_LUMO (alpha / beta), eV: -8.25 / -16.09
Electronic energy, hartree: -324.95333
2S+1: 2
Energy relative to the best compared isomer or geometry (same formula, charge and spin), eV: 0.693
Charge: +2

=====

[5]
Here is C5H10Br2Si as an isolated structure from OMol25. Energies are from wB97M-V/def2-TZVPD.

Geometry (Å):
C -2.36084 -0.95627 -0.27782
C -1.75524 0.23957 0.02494
C 1.39008 -1.18843 1.28616
C 0.66778 -0.40942 -1.75249
C 0.98885 1.96321 0.52147
Si 0.63719 0.13281 0.04070
Br -4.29684 -1.06393 -0.17705
Br -2.64682 1.67592 0.69978
H -1.84665 -1.70578 -0.72165
H 2.41973 -1.56077 1.04194
H 1.22426 -0.71241 2.32980
H 0.63240 -2.02015 1.26686
H 0.26436 0.39570 -2.27660
H 1.72554 -0.57836 -2.06379
H -0.08258 -1.18908 -1.80972
H 1.81034 2.03978 1.22536
H 1.23496 2.48394 -0.31003
H -0.00652 2.45367 0.95215

Results
Highest occupied orbital energy, eV: -8.726
E_LUMO, eV: 0.59
Electronic energy, hartree: -5633.96098
Energy relative to the best compared isomer or geometry (same formula, charge and spin), eV: 3.283